Density functional theory data (the ωB97M-V functional and the def2-TZVPD basis) for a structure of composition C18H13N7O4SV.

Element x y z (Å)
V1 0.2218 0.0508 -1.6225
C1 0.1485 -3.7324 -2.1036
C2 -0.8160 -2.7723 -2.6940
N1 -0.8436 -1.4677 -2.5057
C3 -1.8860 -0.9430 -3.2507
C4 -2.5161 -1.9664 -3.9008
N2 -1.8164 -3.1040 -3.5302
C5 -3.7124 -1.9331 -4.8000
O1 -4.0752 -3.0805 -5.4085
O2 -4.3105 -0.9252 -4.9859
C6 -2.0463 0.5474 -3.1912
O3 -2.8647 1.1959 -3.7487
O4 -1.0971 1.0939 -2.3733
H1 0.8890 -3.1923 -1.5175
H2 0.6719 -4.2836 -2.8848
H3 -0.3587 -4.4469 -1.4549
H4 -1.9961 -4.0521 -3.8203
H5 -3.4821 -3.8247 -5.2660
S1 -0.1268 0.2408 4.9401
C7 -0.0037 0.0804 3.1737
C8 1.2262 0.1470 2.5218
C9 1.2695 0.0220 1.1523
N3 0.1572 -0.1779 0.4194
C10 -1.0309 -0.2527 1.0414
C11 -1.1477 -0.1356 2.4097
C12 0.4769 1.9201 5.0678
C13 -0.3796 2.9914 4.8672
C14 0.1413 4.2734 4.9749
N4 1.4119 4.5301 5.2660
C15 2.2164 3.4945 5.4765
C16 1.8022 2.1716 5.3921
H6 2.1410 0.3004 3.0762
H7 2.2046 0.0706 0.6083
H8 -1.9011 -0.4052 0.4140
H9 -2.1206 -0.1968 2.8762
H10 -1.4261 2.8405 4.6399
H11 -0.4997 5.1337 4.8215
H12 3.2446 3.7264 5.7284
H13 2.4937 1.3646 5.5928
N5 1.9775 -0.0413 -2.3226
C17 3.0124 0.3175 -2.8098
N6 4.0935 0.5209 -3.3313
C18 4.9417 1.5275 -3.4141
N7 5.7157 2.3725 -3.5239

- Total charge: +1
- HOMO (alpha / beta): -12.5 / -12.5 eV
- Gap between HOMO and LUMO (alpha / beta): 8.005 / 8.199 eV
- F_max: 0.0111 Eh/bohr
- Lowest unoccupied orbital energy (alpha / beta): -4.474 / -4.285 eV
- 2S+1: 3
- Calculated total energy: -2720.0192 Ha
- Energy relative to the best compared isomer or geometry (same formula, charge and spin): 0.000 eV

=====

Density functional theory data (the ωB97M-V functional and the def2-TZVPD basis) for a structure of composition C18H14Br2N4OPdS.

Element x y z (Å)
Pd1 0.2321 -0.2523 -0.0604
Br1 0.0549 -3.0939 4.1962
C1 -1.3249 -1.9997 3.4884
C2 -2.6167 -2.0554 4.0067
C3 -3.5984 -1.2575 3.4795
Br2 -5.3572 -1.3919 4.1949
C4 -3.3275 -0.3680 2.4188
C5 -4.2786 0.4738 1.8043
C6 -3.8963 1.2870 0.7721
C7 -2.5636 1.2756 0.3443
N1 -1.6492 0.5062 0.8931
C8 -2.0048 -0.3191 1.9118
C9 -0.9622 -1.1545 2.4377
O1 0.2386 -1.1046 1.9615
H1 -2.8429 -2.7328 4.8178
H2 -5.3010 0.4705 2.1554
H3 -4.6059 1.9359 0.2783
H4 -2.2289 1.9229 -0.4574
C10 3.4042 -0.0980 3.0771
N2 3.1610 0.2876 1.6987
C11 2.7766 -0.5529 0.7444
N3 2.7148 -1.8587 1.0347
S1 2.5281 -0.0036 -0.8655
H5 3.6707 0.7889 3.6436
H6 4.2234 -0.8173 3.1389
H7 2.5064 -0.5358 3.5198
H8 3.2514 1.2502 1.4306
H9 2.5240 -2.1359 1.9864
H10 2.2947 -2.4356 0.3271
N4 -2.8000 -5.2322 -4.7540
C12 -2.3442 -4.4496 -4.0449
C13 -1.7805 -3.4789 -3.1576
C14 -1.6593 -2.1495 -3.5594
C15 -1.1104 -1.2157 -2.6940
C16 -0.6788 -1.5944 -1.4273
C17 -0.8126 -2.9222 -1.0301
C18 -1.3578 -3.8667 -1.8859
H11 -1.9942 -1.8602 -4.5472
H12 -1.0184 -0.1862 -3.0226
H13 -0.5091 -3.2309 -0.0345
H14 -1.4617 -4.8995 -1.5796

- HOMO (alpha / beta): -7.5 / -7.9 eV
- Gap between HOMO and LUMO (alpha / beta): 7.159 / 6.587 eV
- F_max: 0.0185 Eh/bohr
- Lowest unoccupied orbital energy (alpha / beta): -0.310 / -1.294 eV
- 2S+1: 3
- Calculated total energy: -6662.6654 Ha
- Energy relative to the best compared isomer or geometry (same formula, charge and spin): 0.000 eV

=====

Density functional theory data (the ωB97M-V functional and the def2-TZVPD basis) for an isolated molecule of C18H14FN3S.

Element x y z (Å)
N1 -0.0102 0.2217 7.2599
C1 0.0209 -0.2997 6.1620
C2 0.0566 -1.0083 4.9627
C3 0.0674 -2.4141 4.7534
C4 0.3776 -3.0417 3.5302
F1 0.4128 -4.3327 3.5130
C5 0.6497 -2.2596 2.4793
C6 0.5905 -0.8664 2.5216
C7 0.8108 -0.0124 1.3617
C8 1.9114 0.8873 1.3977
C9 2.2347 1.7591 0.3841
C10 1.2607 1.7894 -0.6536
N2 1.0461 2.7217 -1.6735
C11 0.0589 2.2717 -2.5333
S1 -0.3696 3.3367 -3.7797
N3 -0.6034 1.1721 -1.9115
C12 -1.2843 0.1140 -2.6987
C13 -2.3055 0.4570 -3.8097
C14 -1.5302 -0.2455 -4.8142
C15 -0.4761 -0.6039 -3.7404
C16 0.2117 0.9051 -0.8003
C17 -0.0138 -0.0317 0.2162
C18 0.3023 -0.2447 3.7605
H1 0.0412 -3.1946 5.5885
H2 0.6685 -2.7027 1.4764
H3 2.6101 0.9434 2.2927
H4 3.0596 2.3860 0.5118
H5 1.0200 3.7323 -1.4675
H6 -1.6004 -0.6910 -1.9992
H7 -3.3486 -0.1016 -3.7402
H8 -2.3561 1.5271 -4.1466
H9 -1.9716 -1.1725 -5.2609
H10 -1.2073 0.5181 -5.4807
H11 0.4251 -0.0790 -3.9952
H12 -0.2317 -1.6413 -3.4850
H13 -0.9281 -0.5901 0.1638
H14 0.4003 0.7907 3.6546

- HOMO: -8.1 eV
- SMILES string: N#Cc1cc(F)cc(-c2ccc3[nH]c(=S)n(C4CCC4)c3c2)c1
- Gap between HOMO and LUMO: 7.730 eV
- F_max: 0.1577 Eh/bohr
- Lowest unoccupied orbital energy: -0.355 eV
- 2S+1: 1
- Calculated total energy: -1356.5363 Ha
- Energy relative to the best compared isomer or geometry (same formula, charge and spin): 2.524 eV

=====

Density functional theory data (the ωB97M-V functional and the def2-TZVPD basis) for an isolated molecule of C18H14N2O5.

Element x y z (Å)
C1 2.7206 -2.8126 -3.5957
O1 2.8633 -2.0363 -2.3567
C2 1.7050 -1.4830 -1.8926
C3 0.7705 -0.7955 -2.7034
C4 -0.4874 -0.4262 -2.2278
C5 -0.7672 -0.3835 -0.8947
C6 0.1890 -1.0080 -0.0254
C7 1.4663 -1.4640 -0.5169
O2 2.3586 -1.7853 0.5002
C8 2.8427 -3.1575 0.5589
C9 -2.0794 0.2692 -0.5969
N1 -1.7736 1.5057 0.1627
N2 -1.1178 2.4389 -0.6123
C10 -0.1353 3.0941 -0.0647
C11 0.2322 2.9724 1.3332
O3 1.1192 3.7427 1.6790
C12 -0.6510 2.2757 2.2393
C13 -0.7049 2.5040 3.5749
C14 -1.7973 2.0260 4.3131
C15 -2.7988 1.3277 3.6905
C16 -2.7136 0.9759 2.3142
C17 -1.6642 1.5062 1.5832
O4 -2.5419 0.6288 -1.9184
C18 -1.6729 0.1725 -2.8424
O5 -1.8417 -0.1006 -4.0210
H1 2.6306 -2.0570 -4.4197
H2 1.6933 -3.2815 -3.5625
H3 3.4647 -3.5428 -3.8497
H4 1.0192 -0.4660 -3.7261
H5 0.1318 -0.6737 1.0862
H6 3.3005 -3.3137 1.5513
H7 1.9540 -3.7493 0.6082
H8 3.5198 -3.3043 -0.2535
H9 -2.7154 -0.3259 0.0104
H10 0.5483 3.7539 -0.5846
H11 0.1797 3.0246 4.0292
H12 -1.8528 2.1751 5.3945
H13 -3.7726 1.0867 4.1861
H14 -3.6212 0.6866 1.8497

- HOMO: -8.7 eV
- SMILES string: COc1cc2c(cc1OC)[C@@H](n1ncc(=O)c3ccccc31)OC2=O
- Gap between HOMO and LUMO: 8.222 eV
- F_max: 0.0842 Eh/bohr
- Lowest unoccupied orbital energy: -0.452 eV
- 2S+1: 1
- Calculated total energy: -1179.9007 Ha
- Energy relative to the best compared isomer or geometry (same formula, charge and spin): 6.128 eV

=====

Density functional theory data (the ωB97M-V functional and the def2-TZVPD basis) for a cluster of 3 separate species, C18H14N2O5 in total.

Element x y z (Å)
N1 -0.3414 0.4673 0.2047
C1 0.1832 1.0219 -0.6538
C2 1.0250 1.5891 -1.7241
C3 2.3125 0.7303 -1.8115
C4 3.4042 1.4777 -2.4600
N2 4.1927 1.9858 -3.1253
C5 2.0244 -0.6358 -2.5039
C6 2.2961 -0.6119 -4.0009
O1 1.3961 -0.5241 -4.7938
H1 0.4980 1.6098 -2.6741
H2 1.3007 2.5878 -1.3831
H3 2.5992 0.5050 -0.7844
H4 0.9769 -0.8778 -2.3404
H5 2.6583 -1.3844 -2.0262
H6 3.3409 -0.6893 -4.3509
O2 -0.6897 -3.6439 -2.0411
C7 -1.8053 -3.5417 -1.5740
C8 -2.9178 -4.4057 -2.0384
C9 -4.1403 -4.2882 -1.5263
C10 -4.4415 -3.2894 -0.4698
O3 -5.5555 -3.1847 -0.0039
C11 -3.3273 -2.4258 -0.0070
C12 -2.1053 -2.5451 -0.5187
H7 -2.6776 -5.1269 -2.8091
H8 -4.9671 -4.9072 -1.8504
H9 -3.5659 -1.7024 0.7622
H10 -1.2786 -1.9241 -0.1966
O4 1.7972 2.7741 1.4355
C13 1.3392 2.7958 2.5626
C14 0.2490 1.8756 2.9679
C15 -0.2501 1.9036 4.2018
C16 0.2623 2.8525 5.2202
O5 -0.1896 2.8780 6.3445
C17 1.3541 3.7726 4.8108
C18 1.8539 3.7456 3.5782
H11 -0.1041 1.1941 2.2005
H12 -1.0460 1.2424 4.5202
H13 1.7139 4.4576 5.5679
H14 2.6500 4.4067 3.2596

- HOMO: -10.3 eV
- SMILES string: N#CC[C@H](C#N)CC=O.O=C1C=CC(=O)C=C1.O=C1C=CC(=O)C=C1
- Gap between HOMO and LUMO: 8.677 eV
- F_max: 0.0151 Eh/bohr
- Lowest unoccupied orbital energy: -1.654 eV
- 2S+1: 1
- Calculated total energy: -1179.9191 Ha
- Energy relative to the best compared isomer or geometry (same formula, charge and spin): 5.627 eV

=====

Density functional theory data (the ωB97M-V functional and the def2-TZVPD basis) for an isolated molecule of C18H14N2OS2.

Element x y z (Å)
C1 -4.0510 5.4831 2.2546
C2 -3.5587 4.1585 1.7379
C3 -2.7441 3.2674 2.4742
C4 -2.1644 2.1111 1.8711
C5 -2.4604 1.7495 0.5537
S1 -1.7026 0.2962 -0.0155
C6 -0.1857 1.0098 -0.6684
C7 0.1333 0.1001 -1.8535
O1 -0.6571 -0.0627 -2.7735
C8 1.5683 -0.3776 -2.0480
C9 2.5451 0.4934 -1.4061
N1 3.4250 1.0650 -0.8402
C10 1.8444 -1.7262 -1.4229
N2 2.2059 -2.7534 -2.1726
C11 2.5987 -3.8465 -1.3780
C12 3.1015 -5.0896 -1.9281
C13 3.6677 -5.9422 -0.9037
C14 3.6268 -5.6551 0.4885
C15 2.9932 -4.4397 0.9378
C16 2.5920 -3.5202 -0.0308
S2 1.8774 -1.9826 0.3121
C17 -3.2359 2.6368 -0.2461
C18 -3.7296 3.8494 0.3682
H1 -4.4195 6.0573 1.4309
H2 -3.2382 5.9448 2.7517
H3 -4.8617 5.4073 2.9660
H4 -2.4949 3.3904 3.5306
H5 -1.6727 1.3235 2.4352
H6 -0.3934 2.0764 -0.9796
H7 0.5514 1.0502 0.1937
H8 1.8670 -0.6519 -3.0667
H9 3.2304 -5.3472 -2.9572
H10 4.2017 -6.8076 -1.2116
H11 4.2213 -6.2116 1.2520
H12 2.8849 -4.1450 1.9450
H13 -3.3165 2.4995 -1.3046
H14 -4.2497 4.5893 -0.2960

- HOMO: -9.0 eV
- SMILES string: Cc1ccc(SCC(=O)[C@@H](C#N)c2nc3ccccc3s2)cc1
- Gap between HOMO and LUMO: 8.865 eV
- F_max: 0.1031 Eh/bohr
- Lowest unoccupied orbital energy: -0.097 eV
- 2S+1: 1
- Calculated total energy: -1675.3781 Ha